Molecular formula: C36H28Co2N2O5P
Method: DFT, ωB97M-V/def2-TZVPD

```
! RIJCOSX wB97M-V def2-TZVPD def2/J DEFGRID3
* xyz -1 1
C 2.48570 -3.87693 1.42340
H 3.45456 -5.67241 2.10016
C -2.57128 3.33390 1.87895
C -0.22429 2.10804 -5.58175
H -2.26188 -4.77294 1.63929
H -2.80264 -1.25789 -3.72321
H 1.54453 1.14106 -0.58946
C 4.80328 -3.42458 -0.07067
C -0.50304 1.81493 -1.65266
C 1.87936 1.13054 0.45054
C -2.65925 0.71957 -5.63625
C -1.73663 0.68196 0.91073
O -0.02025 2.67115 -2.26499
H -0.39445 -3.92129 0.25792
H 5.53774 -5.27199 0.78346
C -1.25522 2.51276 -6.44834
C -0.44096 3.63893 2.03153
H 0.42371 0.58712 -4.18415
C 3.54476 -4.78561 1.47700
H -3.11741 5.59825 4.26621
O 0.67980 -4.19706 -2.38370
H 0.62481 3.65431 1.88776
C 0.55616 -3.07819 -2.10846
P 1.20969 -1.55994 0.36247
C 2.82511 1.11096 3.06878
H -3.51269 2.97491 1.48733
N -1.00939 4.17896 3.14550
H -0.52958 4.67160 3.90158
C -2.36878 4.00839 3.06608
H -3.56966 0.11943 -5.66176
C -0.41945 1.01175 -4.74494
H -3.04471 4.02773 5.09779
C -1.74817 -3.86450 1.94575
C 2.28967 2.31526 1.04947
C 1.87591 -0.06105 1.17324
C 1.79512 -0.60331 -2.42247
C -1.98958 -0.52302 -3.55973
Co 0.45909 -1.40543 -1.62231
C -0.02764 -2.21416 1.53430
H -1.10486 3.35764 -7.12059
H 3.02202 3.26320 2.84240
H 0.13438 -0.63708 2.99735
H -1.90960 -2.15968 -0.84220
C -2.13086 -3.17383 3.09751
C -3.25270 4.51435 4.13334
H 2.46220 -1.02056 3.02996
H 1.60305 -4.04878 2.03697
C -1.33315 -1.29237 -1.12910
N -1.36225 3.10320 1.24459
H -3.23634 2.06129 -7.22633
C -0.41283 -1.52105 2.68104
C 2.73775 2.31801 2.37068
C -1.47271 -1.99760 3.45186
C 2.40312 -0.08241 2.47484
C -2.85863 1.25902 -1.23594
C -2.46280 1.78987 -6.49558
C -1.68851 0.38241 -4.64775
H -4.29864 4.32861 3.87434
Co -1.36311 0.50460 -0.84905
H 5.70022 -3.23736 -0.65628
C 4.70963 -4.55976 0.73991
H -2.96334 -3.54062 3.70231
H 3.82714 -1.62031 -0.75915
H -1.78285 -1.43186 4.32800
C 2.58195 -2.74709 0.60202
H 2.22486 3.23874 0.47368
H 0.73993 2.63582 -5.58658
C 3.74707 -2.51601 -0.14047
O 2.71869 -0.10891 -2.92975
C -0.69892 -3.38644 1.16079
H 3.22043 1.10723 4.08328
C -1.35630 -0.55895 -2.33618
O -3.84651 1.67022 -1.67750
O -2.07961 0.58525 2.02323
*
```

Output
Relative energy (zero: lowest compared OMol25 entry of this formula, charge and spin)   22.90 kJ/mol
HOMO   -2.5 eV
Orbital gap   4.824 eV

Here are the Mulliken charges for atoms 1 to 8, given in e: C -0.232; H 0.401; C -0.519; C -0.527; H 0.414; H 0.200; H -0.258; C -0.647